[1]
C22H25N5O2S | wB97M-V/def2-TZVPD

calculated total energy: -1675.789901 a.u.
multiplicity: 1
strongest force on any atom: 1.23 eV/A
LUMO level: 0.0160 Eh
HOMO level: -7.51 eV
frontier orbital gap: 0.292 hartree
relative energy (zero: lowest compared OMol25 entry of this formula, charge and spin): 46.4 kcal/mol

Each line ends with the natural charge from an NBO analysis.
Element x y z (Å)
C -7.164 1.113 4.063  -0.2503
O -6.614 1.880 3.023  -0.4965
C -5.250 1.944 2.918  0.2617
C -4.753 2.715 1.869  -0.2204
C -3.396 2.852 1.671  -0.2771
C -2.484 2.213 2.511  0.2265
N -1.103 2.399 2.400  -0.6102
C -0.481 2.417 1.098  -0.2570
C -0.338 1.046 0.524  0.3213
N -0.402 -0.062 1.203  -0.2983
N -0.218 -1.090 0.358  -0.3342
C -0.036 -0.589 -0.832  0.1840
S 0.281 -1.484 -2.285  0.2586
C 0.842 -3.057 -1.546  -0.6211
C 2.230 -3.398 -2.064  0.6762
O 2.416 -4.427 -2.681  -0.6010
N 3.218 -2.480 -1.886  -0.4793
C 4.320 -2.473 -2.833  -0.2175
C 4.074 -1.322 -3.806  -0.4032
C 4.105 0.006 -3.048  -0.4250
C 3.550 -0.094 -1.652  -0.0664
C 3.491 1.045 -0.858  -0.2065
C 3.076 0.982 0.459  -0.2334
C 2.739 -0.241 1.016  -0.1932
C 2.777 -1.382 0.239  -0.2335
C 3.143 -1.313 -1.103  0.2228
N -0.102 0.775 -0.798  -0.3739
C 0.061 1.695 -1.884  -0.4090
C -2.990 1.446 3.556  -0.2558
C -4.350 1.312 3.766  -0.2709
H -6.868 1.495 5.046  0.1726
H -6.877 0.059 3.982  0.1739
H -8.244 1.199 3.955  0.1981
H -5.457 3.208 1.217  0.2199
H -3.054 3.474 0.858  0.2032
H -0.606 1.767 3.018  0.3827
H 0.515 2.867 1.200  0.2160
H -1.061 3.043 0.416  0.2105
H 0.163 -3.843 -1.877  0.2593
H 0.763 -2.926 -0.470  0.2886
H 5.260 -2.336 -2.292  0.1958
H 4.329 -3.436 -3.345  0.2494
H 3.095 -1.470 -4.267  0.2071
H 4.824 -1.324 -4.596  0.2157
H 5.140 0.353 -2.964  0.2161
H 3.558 0.769 -3.608  0.2189
H 3.792 1.992 -1.285  0.2089
H 3.042 1.880 1.059  0.2121
H 2.445 -0.309 2.051  0.2255
H 2.537 -2.338 0.677  0.2230
H -0.891 2.171 -2.129  0.2117
H 0.788 2.461 -1.612  0.2168
H 0.418 1.146 -2.754  0.2308
H -2.302 0.940 4.218  0.2092
H -4.691 0.705 4.590  0.2171

---

[2]
C22H25N5S2 | wB97M-V/def2-TZVPD

calculated total energy: -1923.496597 a.u.
multiplicity: 1
strongest force on any atom: 1.08 eV/A
LUMO level: 0.0169 Eh
HOMO level: -8.34 eV
frontier orbital gap: 0.323 hartree
relative energy (zero: lowest compared OMol25 entry of this formula, charge and spin): 0.2 kcal/mol

Each line ends with the natural charge from an NBO analysis.
Element x y z (Å)
C 5.100 -0.536 2.646  -0.6081
C 4.123 0.315 1.846  -0.3940
C 2.811 -0.438 1.578  -0.0963
C 1.852 0.471 0.869  0.3870
N 1.892 0.809 -0.389  -0.3104
N 0.851 1.614 -0.657  -0.3235
C 0.187 1.764 0.453  0.1620
S -1.274 2.688 0.644  0.2601
C -1.547 3.084 -1.107  -0.5645
C -1.654 1.873 -1.953  0.1294
N -1.383 1.860 -3.197  -0.4429
C -1.581 0.633 -3.759  0.1787
C -1.368 0.300 -5.093  -0.2182
C -1.617 -0.993 -5.503  -0.2155
C -2.073 -1.958 -4.607  -0.2122
C -2.292 -1.650 -3.278  -0.2054
C -2.046 -0.354 -2.862  -0.2473
S -2.222 0.337 -1.280  0.3398
N 0.771 1.068 1.471  -0.3939
C 0.306 0.965 2.832  -0.2334
C -0.264 -0.404 3.114  -0.0590
C -1.244 -0.927 2.280  -0.2050
C -1.753 -2.192 2.510  -0.1991
C -1.293 -2.943 3.578  -0.2079
C -0.324 -2.423 4.419  -0.2248
C 0.192 -1.159 4.186  -0.1606
N 3.024 -1.708 0.896  -0.4379
C 1.798 -2.476 0.819  -0.4126
C 3.656 -1.609 -0.408  -0.4308
H 5.294 -1.468 2.125  0.2214
H 4.686 -0.774 3.623  0.1976
H 6.038 -0.004 2.787  0.2087
H 3.884 1.226 2.403  0.2003
H 4.565 0.621 0.899  0.2150
H 2.370 -0.700 2.547  0.2084
H -0.723 3.703 -1.463  0.2695
H -2.477 3.658 -1.126  0.2538
H -1.013 1.055 -5.775  0.2257
H -1.456 -1.266 -6.535  0.2149
H -2.258 -2.963 -4.955  0.2142
H -2.644 -2.395 -2.581  0.2160
H -0.467 1.729 2.967  0.2326
H 1.135 1.185 3.513  0.2180
H -1.610 -0.343 1.448  0.2242
H -2.512 -2.590 1.853  0.2171
H -1.689 -3.931 3.757  0.2172
H 0.038 -3.003 5.255  0.2169
H 0.951 -0.758 4.843  0.2031
H 1.041 -2.021 0.162  0.1707
H 2.032 -3.468 0.434  0.2015
H 1.371 -2.586 1.816  0.1988
H 4.649 -1.179 -0.302  0.1929
H 3.078 -1.001 -1.113  0.2125
H 3.764 -2.616 -0.807  0.1956

---

[3]
C22H26AuN6O2 | wB97M-V/def2-TZVPD

calculated total energy: -1467.722249 a.u.
multiplicity: 1
strongest force on any atom: 0.82 eV/A
total charge: +3
LUMO level: -0.3994 Eh
HOMO level: -17.72 eV
frontier orbital gap: 0.252 hartree
relative energy (zero: lowest compared OMol25 entry of this formula, charge and spin): 17.3 kcal/mol

Each line ends with the natural charge from an NBO analysis.
Element x y z (Å)
Au 0.265 -0.058 -0.934  1.5672
C -0.358 -3.115 -1.996  -0.6644
C -1.372 -2.094 -2.396  0.3112
C -2.482 -2.466 -3.163  -0.2008
C -3.433 -1.541 -3.514  -0.0800
C -3.285 -0.211 -3.107  -0.1767
C -2.186 0.140 -2.373  0.1221
N -1.242 -0.811 -2.030  -0.4744
C -1.899 1.518 -1.908  0.2774
C -2.651 2.669 -2.069  -0.1973
C -2.168 3.855 -1.522  -0.0832
C -0.964 3.902 -0.823  -0.1783
C -0.238 2.733 -0.688  0.1929
N -0.743 1.621 -1.239  -0.4796
C 1.054 2.508 0.005  0.1534
C 1.813 3.507 0.551  -0.1807
C 3.031 3.183 1.152  -0.0832
C 3.433 1.870 1.199  -0.2115
C 2.637 0.863 0.646  0.3121
C 3.064 -0.566 0.741  -0.6743
N 1.485 1.198 0.053  -0.4702
H 0.181 -3.460 -2.881  0.2712
H -0.867 -3.976 -1.565  0.2731
H 0.363 -2.751 -1.270  0.2302
H -2.576 -3.502 -3.463  0.2687
H -4.295 -1.834 -4.101  0.2720
H -4.023 0.531 -3.376  0.2602
H -3.591 2.654 -2.602  0.2671
H -2.747 4.763 -1.637  0.2743
H -0.611 4.832 -0.399  0.2663
H 1.480 4.535 0.500  0.2603
H 3.653 3.964 1.571  0.2705
H 4.372 1.592 1.659  0.2657
H 3.048 -0.864 1.790  0.2799
H 4.088 -0.680 0.382  0.2683
H 2.414 -1.258 0.207  0.2179
C -1.102 -2.110 5.436  -0.4338
N -0.642 -1.653 4.126  -0.3533
C -1.024 -2.224 2.849  -0.3111
C -0.297 -1.289 1.914  0.6568
O -0.348 -1.469 0.659  -0.7535
N 0.353 -0.338 2.557  -0.6177
C 0.110 -0.589 3.888  0.6504
N 0.603 0.186 4.840  -0.7404
H -1.782 -2.944 5.290  0.2509
H -1.639 -1.315 5.955  0.2302
H -0.262 -2.455 6.039  0.2344
H -2.104 -2.187 2.687  0.2551
H -0.685 -3.255 2.731  0.2593
H 1.185 0.966 4.591  0.4301
H 0.453 -0.006 5.817  0.4348
C 1.951 -0.302 -3.808  -0.2517
O 1.923 -0.790 -2.435  -0.7925
H 2.573 -0.962 -4.407  0.2250
H 2.328 0.719 -3.842  0.1984
H 0.927 -0.339 -4.170  0.1911
H 2.827 -0.896 -2.116  0.5099